[1]
Molecular formula: C24H24BCl2N9ORe
Method: DFT, ωB97M-V with the def2-TZVPD basis set

E_HOMO (alpha / beta)	-13.6022 / -13.5903	eV
⟨S²⟩	0.774
multiplicity	2
total charge	+2
orbital gap (alpha / beta)	5.28 / 5.74	eV
LUMO energy (alpha / beta)	-8.3196 / -7.8472	eV

```
62
Properties=species:S:1:pos:R:3:nbo_charge:R:1
Re 0.189 -0.488 -0.186 1.355
C 3.994 0.481 1.372 -0.307
C 2.798 0.840 0.771 0.016
N 2.074 -0.263 0.548 -0.328
N 2.768 -1.321 0.999 -0.299
C 3.930 -0.901 1.502 0.062
B 2.146 -2.732 0.929 0.511
N 0.830 -2.675 1.724 -0.294
C 0.428 -3.354 2.801 0.062
C -0.842 -2.915 3.149 -0.310
C -1.150 -1.941 2.211 0.017
N -0.130 -1.815 1.360 -0.344
N 1.758 -2.976 -0.543 -0.297
C 2.150 -3.967 -1.342 0.068
C 1.605 -3.764 -2.602 -0.316
C 0.863 -2.600 -2.477 0.007
N 0.957 -2.134 -1.227 -0.372
H 4.790 1.131 1.670 0.266
H 2.435 1.813 0.495 0.243
H 4.644 -1.578 1.926 0.253
H 2.873 -3.556 1.336 0.011
H 1.041 -4.101 3.261 0.251
H -1.447 -3.250 3.966 0.265
H -2.035 -1.339 2.128 0.241
H 2.778 -4.757 -0.981 0.254
H 1.725 -4.371 -3.476 0.267
H 0.272 -2.098 -3.219 0.243
C -1.956 3.161 -2.737 -0.688
C -1.094 2.116 -2.114 0.276
N -1.079 1.834 -0.864 -0.119
N -1.674 2.335 0.156 -0.351
C -1.286 1.816 1.331 0.625
O -0.469 0.851 1.353 -0.670
C -1.804 2.406 2.554 -0.114
C -1.266 2.016 3.790 -0.181
C -1.717 2.608 4.950 -0.200
C -2.711 3.578 4.893 -0.143
C -3.266 3.948 3.673 -0.211
C -2.818 3.373 2.504 -0.149
C -0.076 1.398 -2.870 0.173
C 0.093 1.588 -4.244 -0.220
C 1.208 1.073 -4.877 -0.104
C 2.162 0.424 -4.104 -0.230
C 1.895 0.212 -2.764 0.072
N 0.782 0.625 -2.156 -0.479
H -2.583 3.618 -1.976 0.262
H -1.344 3.935 -3.200 0.253
H -2.590 2.726 -3.510 0.246
H -0.490 1.262 3.810 0.225
H -1.292 2.327 5.901 0.231
H -3.050 4.051 5.801 0.235
H -4.041 4.697 3.642 0.236
H -3.235 3.647 1.545 0.235
H -0.634 2.150 -4.805 0.253
H 1.354 1.206 -5.937 0.253
H 3.090 0.082 -4.530 0.254
H 2.609 -0.318 -2.147 0.221
Cl -2.340 -2.222 -3.438 0.028
C -2.935 -2.131 -1.775 -0.381
Cl -2.173 -0.787 -0.900 0.122
H -2.715 -3.061 -1.251 0.249
H -4.004 -1.912 -1.795 0.268
```

[2]
Molecular formula: C24H24BaN10S
Method: DFT, ωB97M-V with the def2-TZVPD basis set

E_HOMO	-13.8837	eV
total charge	+2
orbital gap	8.29	eV
LUMO energy	-5.5958	eV

```
60
Properties=species:S:1:pos:R:3:nbo_charge:R:1
Ba -0.234 -0.560 -0.004 1.829
C 4.534 -1.154 -0.043 -0.226
C 5.084 0.116 -0.044 -0.123
C 4.230 1.205 -0.028 -0.207
C 2.847 1.004 0.013 0.163
N 2.326 -0.231 0.022 -0.569
C 3.152 -1.270 -0.017 0.055
C 1.912 2.151 0.026 0.177
C 2.399 3.463 0.027 -0.202
C 1.506 4.515 -0.048 -0.124
C 0.154 4.238 -0.105 -0.204
C -0.272 2.908 -0.040 0.184
N 0.600 1.899 0.016 -0.545
C -1.716 2.595 -0.055 0.166
C -2.670 3.604 0.116 -0.207
C -4.016 3.300 0.030 -0.124
C -4.379 1.986 -0.211 -0.228
C -3.372 1.043 -0.337 0.056
N -2.078 1.323 -0.256 -0.551
H 5.163 -2.029 -0.067 0.248
H 6.152 0.267 -0.063 0.246
H 4.655 2.194 -0.054 0.230
H 2.692 -2.248 -0.036 0.221
H 3.452 3.681 0.077 0.234
H 1.860 5.535 -0.070 0.247
H -0.541 5.051 -0.212 0.235
H -2.377 4.620 0.320 0.233
H -4.757 4.077 0.143 0.247
H -5.412 1.696 -0.301 0.246
H -3.629 0.011 -0.523 0.194
N -0.895 -0.414 4.685 -0.312
C -0.082 -0.168 3.646 0.212
N -0.634 -0.621 2.542 -0.596
C -1.820 -1.146 2.962 0.265
N -1.990 -1.026 4.261 -0.220
C -2.788 -1.784 2.092 0.103
C -4.004 -2.270 2.593 0.046
N -4.897 -2.823 1.801 -0.334
C -4.605 -2.929 0.515 0.009
C -3.383 -2.486 0.015 -0.008
N -2.484 -1.904 0.798 -0.482
H -0.790 -0.191 5.668 0.448
H 0.865 0.338 3.715 0.234
H -4.249 -2.211 3.642 0.235
H -5.367 -3.367 -0.114 0.228
H -3.124 -2.595 -1.032 0.218
C -1.043 -4.881 3.355 -0.440
N -0.359 -4.176 2.291 -0.593
C -0.579 -4.398 0.982 0.353
S 0.383 -3.597 -0.151 -0.437
N -1.529 -5.258 0.632 -0.573
C -1.862 -5.627 -0.722 -0.425
H -0.602 -4.597 4.305 0.239
H -0.959 -5.967 3.247 0.211
H -2.099 -4.599 3.378 0.205
H 0.529 -3.746 2.501 0.422
H -1.988 -5.782 1.365 0.412
H -1.200 -5.097 -1.405 0.246
H -2.902 -5.383 -0.939 0.204
H -1.728 -6.699 -0.853 0.229
```

[3]
Molecular formula: C24H24ClN3O4S
Method: DFT, ωB97M-V with the def2-TZVPD basis set

E_HOMO	-7.7364	eV
orbital gap	8.19	eV
LUMO energy	0.4549	eV
SMILES	O=C(CCC(=O)N1CCN(S(=O)(=O)c2ccc(Cl)cc2)CC1)Nc1ccc2ccccc2c1

```
57
Properties=species:S:1:pos:R:3:nbo_charge:R:1
O 2.578 2.450 -2.280 -0.615
C 2.605 2.322 -1.075 0.699
C 3.902 2.038 -0.317 -0.491
C 3.978 0.559 0.086 -0.506
C 3.129 0.261 1.305 0.744
O 2.620 1.150 1.974 -0.682
N 3.008 -1.031 1.702 -0.444
C 3.412 -2.208 0.962 -0.238
C 2.259 -3.234 0.954 -0.249
N 0.976 -2.560 0.924 -0.673
S 0.739 -1.727 -0.534 2.318
O 1.314 -2.535 -1.566 -0.936
O 1.184 -0.366 -0.438 -0.960
C -1.040 -1.707 -0.721 -0.350
C -1.540 -0.896 -1.723 -0.165
C -2.903 -0.855 -1.956 -0.210
C -3.746 -1.614 -1.157 -0.020
Cl -5.441 -1.552 -1.422 0.028
C -3.244 -2.427 -0.150 -0.246
C -1.876 -2.481 0.060 -0.133
C 0.730 -1.751 2.108 -0.234
C 2.054 -1.317 2.755 -0.251
N 1.531 2.421 -0.248 -0.629
C 0.186 2.373 -0.591 0.167
C -0.280 2.771 -1.863 -0.239
C -1.613 2.725 -2.151 -0.173
C -2.555 2.268 -1.205 -0.111
C -3.936 2.207 -1.480 -0.181
C -4.816 1.729 -0.550 -0.230
C -4.351 1.285 0.698 -0.218
C -3.021 1.347 1.002 -0.216
C -2.087 1.846 0.068 0.023
C -0.715 1.931 0.353 -0.204
H 3.962 2.667 0.572 0.234
H 4.732 2.271 -0.985 0.236
H 5.012 0.285 0.313 0.235
H 3.632 -0.046 -0.753 0.248
H 3.645 -1.940 -0.067 0.227
H 4.306 -2.648 1.425 0.202
H 2.281 -3.879 1.835 0.207
H 2.317 -3.850 0.057 0.254
H -0.855 -0.301 -2.306 0.251
H -3.309 -0.237 -2.740 0.241
H -3.917 -3.013 0.455 0.232
H -1.459 -3.119 0.821 0.229
H 0.125 -2.326 2.818 0.202
H 0.165 -0.874 1.785 0.225
H 1.914 -0.411 3.345 0.262
H 2.460 -2.107 3.392 0.195
H 1.720 2.177 0.722 0.436
H 0.437 3.104 -2.595 0.255
H -1.967 3.043 -3.121 0.210
H -4.288 2.547 -2.444 0.210
H -5.873 1.686 -0.767 0.216
H -5.058 0.899 1.419 0.214
H -2.662 1.016 1.967 0.205
H -0.358 1.631 1.329 0.199
```

[4]
Molecular formula: C24H24ClNO6
Method: DFT, ωB97M-V with the def2-TZVPD basis set

E_HOMO	-8.6044	eV
orbital gap	8.80	eV
LUMO energy	0.1955	eV
SMILES	CCCc1cc(=O)oc2cc(C)cc(OCC(=O)N[C@@H](Cc3ccc(Cl)cc3)C(=O)O)c12

```
56
Properties=species:S:1:pos:R:3:nbo_charge:R:1
C -4.126 -4.179 0.119 -0.612
C -2.693 -3.664 0.094 -0.382
C -2.473 -2.609 -1.002 -0.439
C -3.261 -1.365 -0.726 0.118
C -4.408 -1.160 -1.417 -0.348
C -5.295 -0.046 -1.184 0.738
O -6.327 0.170 -1.772 -0.568
O -4.923 0.818 -0.190 -0.454
C -3.775 0.671 0.501 0.379
C -3.524 1.660 1.448 -0.280
C -2.373 1.622 2.204 0.058
C -2.083 2.660 3.241 -0.634
C -1.466 0.585 1.992 -0.360
C -1.695 -0.403 1.053 0.432
O -0.788 -1.397 0.804 -0.523
C 0.483 -1.329 1.409 -0.164
C 1.262 -0.062 1.038 0.669
O 2.099 0.428 1.762 -0.615
N 0.932 0.424 -0.175 -0.626
C 1.375 1.709 -0.646 -0.156
C 2.424 1.563 -1.774 -0.415
C 3.580 0.756 -1.256 -0.040
C 4.602 1.365 -0.541 -0.131
C 5.633 0.619 -0.001 -0.236
C 5.637 -0.755 -0.174 -0.043
Cl 6.918 -1.698 0.500 0.007
C 4.627 -1.383 -0.883 -0.219
C 3.603 -0.623 -1.417 -0.204
C 0.163 2.468 -1.162 0.793
O -0.901 1.954 -1.378 -0.594
O 0.421 3.754 -1.372 -0.675
C -2.885 -0.398 0.282 -0.239
H -4.387 -4.630 -0.836 0.201
H -4.242 -4.931 0.895 0.213
H -4.825 -3.370 0.317 0.210
H -2.012 -4.498 -0.090 0.204
H -2.440 -3.235 1.064 0.204
H -1.411 -2.381 -1.068 0.231
H -2.798 -3.026 -1.957 0.209
H -4.729 -1.847 -2.184 0.230
H -4.249 2.450 1.562 0.227
H -2.297 2.261 4.233 0.228
H -1.034 2.945 3.217 0.222
H -2.698 3.542 3.089 0.220
H -0.561 0.581 2.578 0.225
H 1.027 -2.199 1.029 0.224
H 0.428 -1.409 2.501 0.209
H 0.159 0.016 -0.683 0.425
H 1.829 2.242 0.196 0.255
H 2.747 2.560 -2.075 0.231
H 1.961 1.064 -2.626 0.216
H 4.593 2.436 -0.400 0.205
H 6.423 1.096 0.556 0.228
H 4.641 -2.455 -1.011 0.225
H 2.813 -1.112 -1.970 0.213
H -0.363 4.212 -1.719 0.506
```

E_tot across the listed records, respectively: -2520.05690 -1899.88823 -2252.62212 -1895.41432 a.u..